12
Properties=species:S:1:pos:R:3:forces:R:3 method="wB97M-V/def2-TZVPD" total_energy_ev=-10818.4248 gap_ev=10.26 relative_energy_kcal_mol=167.49 fmax_ev_per_a=5.9
O -3.464716 0.504012 -0.087295 -2.3863 -1.0757 -0.9829
O -2.486297 -0.445022 0.076174 5.8111 0.7301 0.0712
C -1.044825 0.299659 0.025928 -3.1081 -2.2490 -0.6366
N -0.879984 1.544669 -0.022005 -2.0746 -0.9962 0.3986
O 0.432789 1.818706 -0.017837 1.7380 0.6504 0.0876
C 1.238581 0.586435 -0.049234 -0.4203 0.1540 0.0698
C 0.205298 -0.544915 -0.047435 -0.9756 3.3304 -0.3401
H -2.999759 1.257220 0.146111 0.8991 3.1516 0.8386
H 1.869701 0.541797 0.840718 0.0299 0.2955 -0.1804
H 1.830094 0.688489 -0.970012 -0.0825 -0.4428 0.4102
H 0.153089 -1.167692 0.750793 0.6175 -2.0018 2.4725
H 0.215970 -1.071189 -0.924344 -0.0482 -1.5464 -2.2085

106
Properties=species:S:1:pos:R:3:forces:R:3 method="wB97M-V/def2-TZVPD" total_energy_ev=-102593.0908 gap_ev=5.57 fmax_ev_per_a=6.4 charge=+1
C 5.116641 3.706206 1.830001 -0.5022 0.1287 0.0366
O 6.381065 3.102733 1.439951 -1.7102 -0.4064 0.1615
C 6.177903 1.671962 1.359557 0.7122 -0.2341 0.5318
C 7.199676 1.009769 0.305813 -1.4034 -0.9229 -0.1353
C 6.267859 0.228574 -0.790845 0.8936 0.2953 0.5535
C 6.040054 -1.247678 -0.204169 -0.1701 -0.7300 -0.7911
C 4.819149 -2.056499 -0.863574 0.3066 0.9147 -0.9225
C 3.444931 -1.177685 -0.982080 1.3890 -1.3502 -0.4156
N 3.214661 -0.463681 0.313393 -1.2878 -1.7762 0.9892
C 2.862310 -1.490357 1.301834 -0.5231 0.7998 0.7627
N 3.534057 -1.479285 2.484681 -1.0820 0.9643 -1.0492
S 3.561074 0.001430 3.442196 0.3891 0.4671 -0.4843
S 4.354523 -2.849835 3.165743 -0.0571 -0.4021 0.4979
N 1.816678 -2.486134 1.151933 0.8675 1.4670 -1.0900
P 0.288270 -2.024451 1.879903 -2.4453 2.2213 4.0333
N 0.448221 -0.765012 2.881916 0.2706 -1.3861 -2.1218
O -0.932833 -1.683427 0.740455 2.3262 -1.4231 1.2277
O -0.212939 -3.328156 2.842396 1.1963 1.6457 -2.4888
C 1.702965 -3.090865 -0.205249 0.2315 -1.7572 -0.9441
C 2.297559 -2.219188 -1.402978 -0.0677 0.8432 -1.1555
C 1.129170 -1.581226 -2.322672 -2.5816 -3.4040 0.0165
O 0.133032 -2.313229 -2.568101 3.8579 3.3350 0.8733
C 1.166081 -0.124734 -2.985845 -0.8300 0.4270 -2.9850
F 0.081301 -0.094473 -3.933441 2.3403 -0.0261 2.2891
F 2.333696 0.110903 -3.793684 -2.3737 -0.5836 2.3859
C 0.876462 1.092343 -1.972883 0.3102 -0.4516 -0.6144
F 0.291009 0.493640 -0.796730 1.6778 1.4790 -1.8990
F 2.098358 1.755902 -1.714408 -2.6882 -1.5644 0.1726
C -0.188943 2.169691 -2.493402 -1.6115 2.3754 0.5024
F -1.541163 1.704423 -2.430954 3.3896 0.4633 -0.7296
F 0.135340 2.745526 -3.746579 -0.7625 -2.0945 2.8529
C -0.139800 3.409253 -1.435273 2.6217 4.7031 1.2133
O 0.743436 4.324741 -1.503489 -4.0288 -4.9888 0.0329
O -1.157053 3.474088 -0.440573 1.6427 -1.4433 -1.5764
H 4.354244 3.551289 0.982406 0.9167 0.1597 1.2065
H 4.720453 3.221826 2.797061 0.5231 0.6567 -1.3064
H 5.196418 4.828815 2.008553 0.3478 -1.5969 -0.3002
H 6.364012 1.228655 2.405826 -0.2538 0.5836 -1.3281
H 5.069404 1.447470 1.122080 1.7227 0.2404 0.0184
H 7.903896 1.755245 -0.194051 -1.0940 -0.9174 0.9546
H 7.775074 0.173821 0.853914 -0.4979 1.5697 -0.9158
H 6.802299 0.211075 -1.811427 -0.8713 -0.2858 1.5536
H 5.308663 0.832022 -0.922123 1.2046 -0.9137 0.1809
H 6.992636 -1.843429 -0.457507 -1.3985 0.8292 0.5404
H 5.920820 -1.299044 0.930550 0.1877 0.5569 -1.4331
H 4.651047 -3.074037 -0.373068 0.1390 1.3545 -0.4268
H 5.120587 -2.260387 -1.955771 -0.5604 0.1134 1.5599
H 3.679019 -0.381098 -1.768214 -0.7323 -1.1478 1.0651
H 2.518062 0.292879 0.245081 0.1796 -0.5814 0.0313
H 2.505160 0.803365 2.967776 0.7079 -1.4757 0.0694
H 5.706964 -2.473976 3.079884 -1.4027 0.2872 -0.4262
H -0.179042 -0.001303 2.596262 0.3938 -0.3260 0.3333
H -1.230100 -0.756737 0.886290 0.3736 -0.7648 -0.0286
H -0.253148 -3.034673 3.781941 0.0386 0.1849 -0.8599
H 0.611012 -3.413935 -0.346980 1.6365 0.6379 -0.2795
H 2.305417 -4.077998 -0.185793 -0.9749 1.5920 0.0913
H 2.818823 -2.976313 -2.107617 -0.9893 1.2612 0.9784
H -0.786957 3.711231 0.439130 0.0584 0.4308 -1.0098
C -2.798278 -4.169024 -3.124781 0.1157 -0.1322 -0.2032
C -3.150130 -4.999263 -1.899851 -0.1803 0.7300 -0.1149
C -4.346024 -4.418358 -1.161915 -0.1486 -0.2087 0.1572
O -2.026399 -5.045813 -1.018510 0.3190 -0.2920 0.2996
H -2.530844 -3.146487 -2.838839 -0.1259 -0.0271 0.0436
H -1.930382 -4.590531 -3.639061 -0.1135 -0.0170 0.0270
H -3.634648 -4.127408 -3.826869 0.0661 0.0207 0.0474
H -3.368981 -6.026691 -2.202743 0.2049 0.0196 0.1742
H -4.131916 -3.404016 -0.808939 0.0302 0.0172 -0.1505
H -4.580795 -5.017864 -0.277896 -0.0536 -0.0016 -0.1158
H -5.228520 -4.384656 -1.805406 0.0523 0.0226 0.0789
H -1.827145 -4.139776 -0.746067 -0.2032 -0.0896 -0.1382
C -3.505946 8.310264 -0.784382 -0.1967 0.2129 0.1256
C -2.070469 7.831397 -0.647641 -0.5091 -0.2584 -0.4065
C -1.574933 7.209449 -1.938938 0.4112 0.0086 -0.1815
O -1.980500 6.867736 0.398112 0.3377 -0.1564 0.4235
H -4.174586 7.476477 -1.018239 0.1335 0.0186 -0.0544
H -3.857352 8.742953 0.156159 0.0817 0.0176 -0.0869
H -3.598391 9.063074 -1.571601 0.0186 -0.0342 0.0536
H -1.428505 8.671328 -0.368388 0.0281 -0.1945 0.1421
H -2.179490 6.337219 -2.210214 -0.1457 0.1113 0.0172
H -0.545891 6.857482 -1.823622 -0.0436 0.1033 -0.0152
H -1.610561 7.926208 -2.763268 -0.0091 -0.0895 0.0196
H -2.543490 6.120576 0.160101 -0.0856 0.3379 -0.0058
C -5.951713 3.438864 1.017997 -0.1624 0.1105 0.2826
C -5.943382 4.351825 -0.197801 0.3354 -0.6477 -0.0401
C -5.915010 3.552094 -1.490649 -0.1428 0.1199 -0.2575
O -4.800662 5.204982 -0.142577 0.1263 0.3264 0.0292
H -5.049522 2.818370 1.046409 -0.0497 -0.0372 -0.1488
H -5.960373 4.026910 1.939633 -0.0716 -0.0245 -0.1025
H -6.825888 2.783063 1.013387 0.0840 0.0145 0.0173
H -6.828553 4.993084 -0.181664 0.2296 0.1259 0.0153
H -5.011669 2.935610 -1.548781 -0.0524 -0.0454 0.1297
H -5.897740 4.220726 -2.355432 -0.0740 -0.0361 0.0962
H -6.788223 2.899744 -1.570546 0.0831 0.0199 -0.0165
H -4.011743 4.645751 -0.156307 -0.2781 -0.1138 -0.0586
C -2.791789 -5.585873 3.490513 -0.1831 0.2013 0.1930
C -3.010187 -7.026009 3.054090 0.4022 0.3122 -0.4454
C -1.693998 -7.707279 2.713677 0.0888 -0.2811 0.0671
O -3.864989 -7.050741 1.913693 -0.2296 -0.0602 0.0504
H -2.328118 -5.001409 2.689166 0.0846 -0.1450 0.0061
H -3.746443 -5.104959 3.720762 0.0596 -0.1066 0.0486
H -2.151487 -5.534336 4.375578 -0.0153 0.0183 -0.0362
H -3.514775 -7.578908 3.851019 -0.1156 0.0173 -0.2009
H -1.192497 -7.195747 1.885457 -0.0455 0.1089 0.0824
H -1.867167 -8.737169 2.390826 -0.0158 0.0843 0.1011
H -1.021031 -7.719342 3.575308 -0.0082 -0.0122 -0.0622
H -3.426391 -6.563550 1.202044 0.0141 -0.1019 0.1140

35
Properties=species:S:1:pos:R:3:forces:R:3 method="wB97M-V/def2-TZVPD" total_energy_ev=-16966.9402 gap_ev=7.44 fmax_ev_per_a=0.4 charge=+1
C -1.310662 1.203979 0.861859 0.0337 0.1370 0.1575
C -0.020662 1.171282 1.692112 0.0165 -0.2208 -0.2580
B 0.845951 -0.095508 1.443955 -0.0790 0.0831 0.1322
O 0.375636 -1.201468 0.838972 0.2859 -0.0819 -0.2308
C 2.355667 -0.092812 1.992643 0.0046 -0.1236 0.0595
N 3.420299 0.050231 1.281749 -0.0823 -0.0082 -0.1315
C 4.689982 0.015404 2.045622 0.0562 -0.2185 0.0899
C 4.225353 -0.634138 3.350477 -0.1687 0.1900 -0.1055
C 2.758727 -0.194156 3.430630 -0.0326 0.3434 0.0360
H -1.990179 0.408610 1.163547 0.0128 -0.0180 -0.0818
H -1.822439 2.155345 1.002058 -0.0349 -0.0266 0.0011
H -1.111762 1.086799 -0.201981 -0.0508 -0.0548 0.0080
H -0.248445 1.204554 2.767094 0.0620 0.1307 -0.0059
H 0.600840 2.051995 1.483375 -0.0682 0.0558 0.1434
H 0.997105 -1.916830 0.640752 -0.2431 0.1016 0.1711
H 3.383655 0.217616 0.282224 0.1103 -0.0080 0.0288
H 5.066410 1.030144 2.178677 -0.0620 0.0262 -0.0548
H 5.425562 -0.578577 1.511172 0.0338 0.0751 -0.0881
H 4.801226 -0.294978 4.206089 0.0650 -0.1640 0.0073
H 4.272658 -1.717775 3.247890 0.1257 -0.0060 0.1792
H 2.088697 -0.773167 4.061376 0.0572 -0.1806 -0.1168
H 2.696093 0.842526 3.796340 -0.0665 -0.0358 0.0536
C -3.612860 0.228123 -4.144703 0.0224 -0.0001 0.0052
C -3.181576 -1.213063 -3.878797 -0.0200 0.0009 0.0093
C -2.270821 -1.040334 -2.670452 -0.0127 -0.0113 -0.0167
O -2.783305 0.073381 -1.937358 0.0585 0.0236 0.0124
C -3.753738 0.769917 -2.728961 -0.0255 -0.0079 -0.0100
H -4.535510 0.308722 -4.716359 -0.0035 -0.0104 0.0009
H -2.829420 0.765272 -4.683008 0.0017 0.0025 0.0029
H -4.046856 -1.824276 -3.616408 -0.0001 -0.0002 0.0047
H -2.676248 -1.681508 -4.721698 0.0024 0.0103 -0.0059
H -1.242038 -0.822155 -2.982296 -0.0032 -0.0067 -0.0087
H -2.256529 -1.913249 -2.015802 0.0016 0.0046 0.0080
H -4.750836 0.569679 -2.325269 -0.0035 -0.0006 -0.0059
H -3.559973 1.840414 -2.655520 0.0067 -0.0007 0.0095

36
Properties=species:S:1:pos:R:3:forces:R:3 method="wB97M-V/def2-TZVPD" total_energy_ev=-18791.1272 gap_ev=9.23 relative_energy_kcal_mol=44.33 fmax_ev_per_a=2.8
C -3.315779 -1.214861 -0.293799 1.6132 -1.9016 1.3788
C -1.859973 -1.764073 -0.682595 -0.8474 1.2017 1.1856
C -0.730418 -0.715072 -0.547241 0.8877 0.4431 -1.4631
N -0.725531 0.096072 0.662001 -0.9042 0.9764 0.8991
C 0.677986 -1.336877 -0.683019 -0.7052 -1.6642 -0.0556
N 1.561967 -0.453127 -1.429620 1.1248 -0.6368 -0.2129
C 2.664788 -1.135037 -2.162418 0.8774 0.1263 0.5333
H -3.920132 -1.879181 -0.877657 -1.0476 0.2895 -0.4103
H -3.558049 -1.487341 0.775321 0.3782 0.4383 -0.9541
H -3.495465 -0.160460 -0.412264 -0.0573 0.2940 -0.5333
H -1.721392 -2.693669 -0.082081 0.2861 0.6689 -0.4636
H -1.885507 -2.005218 -1.742329 0.0799 -0.2975 0.0052
H -0.823647 0.005990 -1.425997 -0.0345 -1.0458 0.7356
H -1.683604 0.157910 0.963292 -0.5710 -0.2876 0.5404
H -0.587459 1.107429 0.493898 0.6866 -0.8149 -0.2661
H 1.040591 -1.652739 0.321781 -0.0531 0.6604 -0.3249
H 0.605905 -2.341580 -1.155036 -0.0533 0.7066 -0.4231
H 2.088560 0.039648 -0.719033 -0.2456 0.6611 -0.0463
H 3.309638 -0.368085 -2.580103 -0.4399 0.3596 -0.8150
H 3.433838 -1.549390 -1.489678 -0.5668 -0.7333 0.2604
H 2.414017 -1.897874 -2.925856 -0.3459 0.6673 0.5315
O 0.479780 2.311219 -3.453994 -0.7555 -0.4917 0.9308
H 0.764887 1.675362 -2.764996 0.1949 0.2160 -0.4443
H -0.461295 2.409933 -3.207409 0.6315 0.1500 -0.3925
O 0.198523 -2.036659 2.790374 -0.1082 -2.2842 0.0661
H -0.210925 -1.373008 2.254444 -0.0483 1.1063 -0.1983
H 0.711251 -1.701435 3.519802 -0.0607 0.8336 -0.0565
O 1.002224 3.140469 -0.007023 0.5592 0.6540 -0.8248
H 1.392564 3.957148 -0.360671 -0.1285 -0.5296 -0.3136
H 0.913970 3.369303 0.910944 -0.4204 -0.2351 0.8959
O -0.600676 2.715812 2.150096 -1.9155 1.0192 0.8092
H -0.457530 2.589114 3.089236 0.8406 -0.5027 0.4264
H -1.471427 3.185129 2.258448 1.0259 -0.4630 -0.9177
O 1.371642 0.394147 3.289663 0.1132 0.4535 0.7318
H 2.226590 0.203850 2.880937 -0.6374 0.0879 -0.3402
H 0.650104 0.407166 2.642577 0.6470 -0.1257 -0.4740

46
Properties=species:S:1:pos:R:3:forces:R:3 method="wB97M-V/def2-TZVPD" total_energy_ev=-32855.9284 gap_ev=7.33 relative_energy_kcal_mol=0.00 fmax_ev_per_a=1.1
Au 0.155415 0.253535 0.267833 0.4848 -0.7825 -0.5608
O -1.724194 -0.451718 0.259340 -0.6592 0.2012 0.0817
C -2.609368 -0.055846 -0.653867 0.0198 -0.1148 -0.2158
C -3.219846 -1.053076 -1.435039 0.0752 0.0854 0.0432
C -4.187873 -0.747284 -2.366291 -0.0454 -0.0097 -0.0188
C -4.605856 0.568963 -2.562763 0.0388 0.0251 0.0401
C -4.041877 1.561190 -1.789300 -0.0332 -0.0530 -0.0247
C -3.050605 1.280271 -0.845633 -0.0641 -0.0682 -0.0717
C -2.582129 2.328055 0.045217 -0.1395 -0.1506 0.0670
N -1.530825 2.112787 0.703999 0.2927 0.5532 0.1585
C -1.112903 2.807331 1.878635 -0.0183 -0.0611 0.1232
C -0.771685 1.676909 2.863604 0.0702 0.0013 -0.0496
N 0.226763 0.774437 2.268845 -0.1435 -0.2073 0.2098
C 1.112994 0.240585 3.024645 0.2471 0.1616 -0.2237
C 2.273692 -0.495129 2.579955 -0.1124 0.0543 0.1358
C 3.035919 -1.154656 3.560376 0.0615 -0.0680 -0.0030
C 4.228972 -1.762978 3.256769 -0.1046 0.0215 0.1201
C 4.703576 -1.682722 1.944240 0.0439 0.0171 -0.1320
C 3.997654 -1.022755 0.967008 0.0424 -0.0831 0.1220
C 2.754614 -0.424628 1.250602 0.0018 0.1215 -0.2044
O 2.162505 0.203930 0.258646 0.0262 0.2669 0.1411
H -2.894173 -2.073986 -1.284775 0.0104 0.0069 0.0143
H -4.628325 -1.543969 -2.953238 0.0021 -0.0024 -0.0086
H -5.366180 0.802917 -3.294933 -0.0037 0.0059 -0.0050
H -4.372005 2.588631 -1.896743 -0.0050 0.0108 -0.0092
H -3.206337 3.220017 0.197174 -0.0625 -0.0292 0.0073
H -1.882959 3.460063 2.310048 0.0287 0.0017 0.0216
H -0.218007 3.404214 1.681816 0.0205 -0.0308 -0.0151
H -1.674688 1.098987 3.068550 -0.0339 0.0541 -0.0354
H -0.367081 2.072115 3.797140 -0.0734 0.0094 0.0222
H 1.035484 0.416117 4.098585 0.0369 0.0045 0.0043
H 2.656033 -1.172578 4.575642 0.0213 -0.0155 0.0153
H 4.796914 -2.280508 4.016599 -0.0080 0.0047 0.0111
H 5.648450 -2.145454 1.687395 0.0033 -0.0063 0.0066
H 4.366125 -0.955784 -0.047361 -0.0114 0.0140 -0.0127
C 2.113450 -0.446828 -2.922442 0.1125 -0.0923 -0.0905
C 0.894987 -1.065129 -2.256531 -0.0927 0.0792 0.1940
C 0.000930 -1.778115 -3.260933 0.0226 -0.0728 -0.0343
O 0.100779 -0.053389 -1.657632 -0.1285 0.1015 0.1453
H 2.774189 -1.224799 -3.314789 -0.0032 0.0074 -0.0123
H 2.674397 0.166010 -2.219172 -0.0440 -0.0272 0.0413
H 1.798287 0.180778 -3.758413 -0.0222 0.0353 0.0116
H 1.213070 -1.786404 -1.493460 0.0986 -0.0024 -0.0282
H -0.420749 -1.046147 -3.951549 -0.0077 0.0230 -0.0011
H -0.823965 -2.283063 -2.756987 0.0421 0.0286 -0.0042
H 0.566422 -2.510882 -3.840812 0.0132 -0.0190 0.0238

no.,highest occupied orbital energy (eV)
1,-9.5
2,-11.5
3,-11.5
4,-9.1
5,-7.8